Record 1
Here is the molecule C22H20N4O3S from the OMol25 dataset. Energies are from ωB97M-V with the def2-TZVPD basis set.

Properties
LUMO energy = 0.0023 Ha
HOMO = -7.628 eV
2S+1 = 1
ΔE to the lowest compared entry with this formula, charge and spin = 3.327 eV
gap between HOMO and LUMO = 7.69 eV

Each line ends with the natural charge from an NBO analysis.
Cartesian coordinates (Å):
C  3.568  -1.682  -5.647  -0.7089
C  3.661  -0.862  -4.384  0.6863
O  4.750  -0.695  -3.855  -0.5565
N  2.465  -0.410  -3.790  -0.4477
C  1.121  -0.621  -4.338  -0.2124
C  0.164  -0.237  -3.226  -0.2155
N  1.082  0.283  -2.195  -0.3458
C  2.366  0.208  -2.560  0.5192
N  3.168  0.650  -1.663  -0.4663
C  2.340  1.096  -0.603  0.1544
C  2.836  1.594  0.719  -0.6484
C  1.011  0.799  -0.898  0.0320
C  -0.213  1.019  -0.113  -0.0376
C  -1.153  0.051  0.040  -0.0394
N  -2.114  0.525  0.960  -0.6237
S  -3.419  -0.443  1.576  2.2032
O  -4.012  -1.172  0.412  -0.9043
O  -4.462  0.385  2.253  -0.8832
C  -2.655  -1.629  2.695  -0.2352
C  -1.388  -1.393  3.276  -0.2122
C  -0.754  -2.332  4.085  -0.2099
C  -1.378  -3.592  4.267  -0.1700
C  -2.620  -3.840  3.673  -0.2174
C  -3.269  -2.880  2.902  -0.1971
C  -1.731  1.755  1.427  0.2124
C  -2.321  2.611  2.400  -0.2550
C  -1.712  3.867  2.616  -0.2010
C  -0.547  4.215  1.954  -0.2307
C  -0.006  3.375  0.990  -0.1781
C  -0.566  2.150  0.727  -0.1265
H  4.532  -1.820  -6.117  0.2513
H  3.125  -2.668  -5.433  0.2306
H  2.899  -1.189  -6.359  0.2171
H  0.931  0.023  -5.228  0.2024
H  1.000  -1.665  -4.676  0.2095
H  -0.411  -1.112  -2.953  0.2078
H  -0.514  0.610  -3.536  0.2158
H  3.151  2.619  0.645  0.2203
H  2.091  1.399  1.478  0.2215
H  3.753  1.042  0.978  0.2323
H  -1.139  -0.958  -0.405  0.2436
H  -0.914  -0.445  3.083  0.2304
H  0.174  -2.082  4.590  0.2295
H  -0.903  -4.320  4.927  0.2235
H  -3.059  -4.803  3.841  0.2245
H  -4.259  -3.125  2.470  0.2487
H  -3.216  2.333  2.975  0.2490
H  -2.220  4.482  3.343  0.2182
H  -0.099  5.166  2.201  0.2174
H  0.867  3.717  0.474  0.2221

***

Record 2
Here is C29H19F5N3O3Pt as an isolated structure from the OMol25 dataset. Energies are from ωB97M-V with the def2-TZVPD basis set.

Properties
LUMO energy (spin up / spin down) = -0.1147 / -0.2201 Ha
HOMO (spin up / spin down) = -8.811 / -11.580 eV
2S+1 = 3
net charge = +1
gap between HOMO and LUMO (spin up / spin down) = 5.69 / 5.59 eV

Each line ends with the Mulliken spin population.
Cartesian coordinates (Å):
Pt  -0.231  1.055  -0.334  0.0484
C  -4.540  1.767  -0.142  0.0007
O  -3.837  2.940  -0.612  0.0231
C  -2.546  2.641  -0.572  0.0229
N  -2.248  1.389  -0.291  0.0654
C  -3.501  0.634  -0.244  -0.0116
C  -3.639  -0.394  0.850  0.0037
C  -2.713  -0.527  1.874  -0.0014
C  -2.870  -1.521  2.832  -0.0054
C  -3.960  -2.375  2.779  0.0014
C  -4.907  -2.225  1.774  -0.0004
C  -4.746  -1.241  0.814  0.0024
C  -1.497  3.564  -0.856  0.2513
C  -1.555  4.895  -1.218  -0.0836
C  -0.372  5.573  -1.511  0.1859
C  0.858  4.907  -1.452  -0.0775
C  0.884  3.581  -1.082  0.2442
N  -0.283  2.932  -0.774  0.2860
C  1.989  2.682  -0.934  0.0047
N  1.749  1.442  -0.576  0.0509
C  3.020  0.746  -0.393  -0.0052
C  4.047  1.829  -0.821  -0.0018
O  3.258  3.008  -1.106  0.0221
C  3.182  -0.554  -1.154  -0.0063
C  4.343  -1.291  -0.924  0.0104
C  4.560  -2.487  -1.588  -0.0003
C  3.614  -2.958  -2.489  -0.0005
C  2.459  -2.229  -2.724  -0.0015
C  2.243  -1.026  -2.062  0.0021
H  -5.418  1.610  -0.761  0.0005
H  -4.842  1.946  0.892  0.0011
H  -3.605  0.117  -1.205  0.0039
H  -1.890  0.172  1.937  0.0011
H  -2.144  -1.624  3.630  -0.0006
H  -4.077  -3.154  3.521  0.0002
H  -5.766  -2.881  1.736  -0.0002
H  -5.482  -1.132  0.025  -0.0001
H  -2.518  5.385  -1.274  -0.0066
H  -0.407  6.614  -1.797  0.0094
H  1.783  5.412  -1.696  -0.0066
H  3.136  0.527  0.674  -0.0020
H  4.590  1.549  -1.722  0.0016
H  4.751  2.077  -0.030  0.0009
H  5.082  -0.919  -0.221  0.0006
H  5.465  -3.049  -1.403  -0.0001
H  3.781  -3.892  -3.009  0.0000
H  1.724  -2.591  -3.431  0.0003
H  1.349  -0.454  -2.267  0.0000
F  2.123  -4.473  3.276  0.0370
C  1.570  -3.616  2.469  0.2409
C  0.976  -4.055  1.283  -0.0271
F  0.984  -5.339  0.989  -0.0060
C  0.388  -3.152  0.438  0.1257
F  -0.179  -3.566  -0.664  0.0222
C  0.374  -1.746  0.714  0.1629
O  -0.166  -0.978  -0.133  0.3327
C  0.988  -1.353  1.951  0.0855
F  0.989  -0.084  2.290  0.0138
C  1.566  -2.255  2.800  -0.0175
F  2.116  -1.852  3.926  -0.0037

***

Record 3
Here is the molecule C18H29NO4 from the OMol25 dataset. Energies are from ωB97M-V with the def2-TZVPD basis set.

Properties
LUMO energy = 0.0267 Ha
HOMO = -8.517 eV
2S+1 = 1
ΔE to the lowest compared entry with this formula, charge and spin = 0.237 eV
gap between HOMO and LUMO = 9.24 eV

Each line ends with the natural charge from an NBO analysis.
Cartesian coordinates (Å):
C  -2.879  4.248  -3.998  -0.6096
C  -2.482  4.484  -2.546  -0.3977
C  -3.521  3.971  -1.547  -0.3956
C  -3.788  2.465  -1.608  -0.3948
C  -2.556  1.581  -1.408  -0.4069
C  -1.898  1.779  -0.045  -0.2208
N  -0.829  0.827  0.111  -0.5376
C  0.079  0.802  1.071  0.4330
C  0.001  1.892  2.088  -0.6862
C  1.025  -0.245  1.126  -0.4497
C  2.119  -0.210  2.095  0.5986
O  2.460  0.794  2.698  -0.6031
C  2.855  -1.509  2.341  -0.5140
C  3.152  -2.274  1.056  -0.0126
C  3.868  -3.589  1.374  -0.6067
C  4.029  -1.431  0.127  -0.6107
C  1.815  -2.560  0.360  -0.4116
C  0.972  -3.573  1.114  0.8280
O  0.514  -3.430  2.219  -0.6088
O  0.777  -4.666  0.374  -0.5022
C  -0.030  -5.683  0.952  -0.2625
C  0.919  -1.334  0.195  0.5902
O  0.116  -1.372  -0.744  -0.6405
H  -2.907  3.187  -4.231  0.2000
H  -2.162  4.721  -4.666  0.2126
H  -3.861  4.671  -4.197  0.2020
H  -2.360  5.558  -2.384  0.2044
H  -1.515  4.017  -2.353  0.1915
H  -3.203  4.243  -0.538  0.1967
H  -4.466  4.486  -1.735  0.2041
H  -4.232  2.220  -2.574  0.2082
H  -4.526  2.219  -0.841  0.2035
H  -2.862  0.536  -1.497  0.2127
H  -1.823  1.776  -2.191  0.2060
H  -1.497  2.794  0.038  0.1993
H  -2.648  1.644  0.746  0.1933
H  -0.783  0.027  -0.538  0.4497
H  0.636  1.685  2.941  0.2781
H  0.338  2.828  1.644  0.2388
H  -1.030  2.019  2.414  0.2189
H  3.775  -1.280  2.881  0.2274
H  2.218  -2.116  2.989  0.2576
H  3.298  -4.177  2.090  0.2117
H  4.002  -4.180  0.470  0.2110
H  4.847  -3.388  1.803  0.2155
H  3.526  -0.506  -0.148  0.2159
H  4.262  -1.981  -0.783  0.2104
H  4.962  -1.176  0.624  0.2162
H  1.983  -2.977  -0.638  0.2521
H  -1.021  -5.290  1.188  0.1955
H  0.429  -6.054  1.871  0.1916
H  -0.098  -6.475  0.211  0.1971